DFT (ωB97M-V/def2-TZVPD) results for a cluster of 2 separate species, C2H6NO in total at a distorted geometry.

Values from the calculation:
Energy relative to the best compared isomer or geometry (same formula, charge and spin) = 327.04 kJ/mol
Electronic energy = -5698.096 eV
HOMO-LUMO gap = 0.3833 Eh
HOMO = -14.512 eV
Net charge = +1

Structure (XYZ):
```
10
Properties=species:S:1:pos:R:3:forces:R:3
C 0.981 -0.002 2.275 -1.054 0.254 0.646
C 0.948 -0.316 0.816 0.528 0.564 0.138
N -0.300 0.044 -1.735 0.728 -4.086 0.770
O 0.551 -1.294 1.495 0.338 0.506 1.449
H 1.793 -0.014 3.048 -0.341 -0.740 -1.509
H 0.096 0.536 2.694 0.594 -0.674 -0.658
H 0.518 -0.132 -1.022 -0.554 0.497 -0.377
H -0.924 0.640 -1.167 -0.005 -0.002 -1.194
H -0.688 -1.020 -1.803 0.648 3.356 -0.059
H 0.090 0.326 -2.657 -0.882 0.326 0.795
```
Forces are in eV/Å.

Here are the Mulliken charges for atoms 1 to 2, given in e: atom 1 (C): -0.304, atom 2 (C): -0.116

***

DFT (ωB97M-V/def2-TZVPD) results for a structure of composition C38H51Cl3CrN3O6.

Values from the calculation:
Energy relative to the best compared isomer or geometry (same formula, charge and spin) = 5.94 kJ/mol
Electronic energy = -122982.737 eV
HOMO-LUMO gap (spin up / spin down) = 0.2301 / 0.1992 Eh
HOMO (spin up / spin down) = -3.898 / -4.120 eV
Spin multiplicity = 5
Net charge = -1

Structure (XYZ):
```
102
Properties=species:S:1:pos:R:3:forces:R:3
Cr 1.107 1.661 0.939 -0.050 0.103 0.457
C -3.613 -3.518 -0.044 -0.020 0.034 0.051
C -3.974 -2.694 1.193 -0.062 -0.039 -0.020
C -5.329 -2.013 0.931 0.073 -0.073 0.018
C -4.123 -3.653 2.384 0.011 0.062 -0.049
C -2.930 -1.619 1.491 -0.024 -0.008 0.027
C -1.836 -1.405 0.677 0.023 -0.120 0.092
C -0.948 -0.350 0.938 -0.435 0.239 0.454
N 0.212 -0.087 0.265 0.748 -0.168 -0.519
C 0.502 -0.715 -0.923 0.088 -0.037 0.088
C -0.488 -0.958 -1.893 -0.153 -0.136 -0.282
C -0.200 -1.519 -3.111 -0.274 0.067 0.131
C 1.125 -1.953 -3.338 0.289 -0.099 0.128
C 2.144 -1.791 -2.433 -0.060 -0.025 -0.344
C 1.879 -1.114 -1.180 -0.198 0.194 0.257
O 2.768 -0.912 -0.314 0.240 0.235 0.049
C 3.557 -2.298 -2.725 0.046 0.022 0.093
C 3.968 -3.307 -1.639 -0.023 0.075 -0.013
C 4.547 -1.119 -2.738 -0.084 -0.025 0.062
C 3.651 -2.999 -4.081 0.010 0.029 0.048
C -1.219 -1.618 -4.243 -0.018 0.032 -0.057
C -1.411 -3.080 -4.672 0.017 0.026 0.032
C -0.707 -0.801 -5.442 -0.031 -0.017 0.042
C -2.581 -1.054 -3.835 0.055 -0.017 0.011
C -1.170 0.516 2.054 -0.340 -0.424 -0.467
O -0.389 1.554 2.166 0.718 0.360 0.164
C -2.212 0.218 2.962 0.044 0.075 0.017
C -3.081 -0.809 2.627 0.069 -0.078 -0.020
C -2.373 1.025 4.251 -0.032 0.093 0.004
C -2.753 2.471 3.892 0.107 -0.042 0.007
C -1.064 1.014 5.061 -0.073 -0.035 -0.142
C -3.465 0.440 5.151 0.003 0.058 -0.069
H -4.406 -4.241 -0.248 0.004 -0.012 0.012
H -3.507 -2.880 -0.923 0.017 -0.035 -0.015
H -2.681 -4.068 0.102 0.006 0.006 -0.035
H -6.112 -2.764 0.791 -0.008 0.012 -0.021
H -5.612 -1.373 1.768 -0.026 0.006 -0.007
H -5.275 -1.394 0.033 -0.010 0.027 0.015
H -4.845 -4.440 2.147 0.001 -0.009 0.008
H -3.165 -4.120 2.623 -0.003 -0.001 0.008
H -4.478 -3.130 3.272 0.022 -0.016 0.029
H -1.621 -2.070 -0.146 -0.043 0.014 0.109
H -1.493 -0.624 -1.667 0.093 0.012 -0.094
H 1.344 -2.448 -4.275 -0.048 0.064 -0.013
H 3.926 -2.836 -0.660 0.015 -0.030 0.015
H 3.284 -4.160 -1.643 0.031 -0.022 -0.011
H 4.983 -3.673 -1.819 -0.009 -0.004 -0.029
H 4.591 -0.666 -1.749 0.006 0.038 -0.007
H 5.549 -1.461 -3.014 -0.017 -0.022 -0.004
H 4.227 -0.367 -3.466 0.035 -0.011 0.005
H 2.985 -3.863 -4.133 0.007 0.010 -0.034
H 3.412 -2.318 -4.902 0.002 -0.040 -0.023
H 4.673 -3.356 -4.226 0.006 -0.003 -0.011
H -0.464 -3.539 -4.958 -0.001 -0.006 -0.016
H -1.833 -3.666 -3.853 -0.002 -0.003 0.002
H -2.089 -3.138 -5.527 -0.004 -0.015 0.006
H 0.215 -1.223 -5.844 0.019 0.007 -0.004
H -1.451 -0.782 -6.244 0.003 -0.025 0.007
H -0.502 0.226 -5.136 -0.008 0.006 -0.016
H -2.998 -1.601 -2.986 -0.019 0.034 0.002
H -2.503 0.000 -3.564 -0.040 -0.005 0.019
H -3.283 -1.139 -4.668 0.007 -0.009 -0.008
H -3.912 -1.014 3.289 0.008 0.000 -0.025
H -1.969 2.923 3.286 -0.043 0.029 -0.003
H -3.685 2.485 3.322 -0.004 0.024 0.014
H -2.889 3.068 4.799 -0.004 -0.006 0.012
H -0.242 1.425 4.484 0.082 0.027 -0.052
H -1.183 1.612 5.969 -0.018 -0.020 0.009
H -0.808 -0.009 5.348 0.002 0.009 0.027
H -4.457 0.538 4.703 -0.003 -0.044 0.013
H -3.273 -0.615 5.360 -0.044 0.011 0.048
H -3.475 0.977 6.101 -0.005 0.023 -0.001
C 5.997 1.420 2.634 0.121 0.056 -0.029
O 4.707 0.889 2.910 -0.169 0.002 -0.003
C 3.706 1.051 2.035 0.180 -0.029 0.106
O 2.580 0.741 2.370 -0.282 0.011 -0.424
N 4.056 1.527 0.811 0.221 -0.151 -0.064
N 3.042 1.872 -0.097 -0.367 -0.379 0.133
H 6.576 1.258 3.538 0.013 -0.027 -0.028
H 5.946 2.494 2.438 -0.060 0.001 0.038
H 6.469 0.894 1.800 -0.012 -0.015 0.023
H 4.900 2.064 0.737 0.036 0.088 0.007
H 3.135 1.282 -0.917 -0.033 -0.138 -0.031
H 3.122 2.856 -0.328 -0.123 0.089 0.057
Cl 0.647 4.489 4.070 0.098 0.002 -0.035
C 2.361 4.740 3.733 -0.057 -0.143 -0.175
Cl 3.320 4.123 5.094 0.056 -0.108 0.053
Cl 2.676 6.477 3.558 0.004 0.121 -0.079
C 2.842 3.996 2.414 -0.016 -0.052 0.029
O 4.018 4.157 2.100 -0.051 0.001 0.050
O 1.957 3.323 1.838 -0.329 0.088 0.198
C -1.125 4.591 -2.299 0.036 0.009 0.031
C -1.298 3.218 -2.389 -0.034 0.098 -0.054
C -0.672 2.371 -1.482 0.011 -0.278 0.056
C 0.152 2.840 -0.453 0.026 0.207 -0.075
C 0.295 4.234 -0.387 0.099 0.054 0.089
C -0.324 5.095 -1.285 -0.052 -0.003 -0.083
H -1.606 5.259 -3.004 -0.015 -0.017 -0.003
H -1.924 2.802 -3.170 -0.001 -0.025 0.009
H -0.840 1.308 -1.593 0.034 0.180 0.001
H 0.898 4.677 0.396 -0.016 -0.022 0.007
H -0.182 6.166 -1.188 0.008 -0.005 0.013
```
Forces are in eV/Å.

Here are the Mulliken charges for atoms 1 to 2, given in e: atom 1 (Cr): -0.508, atom 2 (C): -1.931